# 1
One molecule with the formula C6H12O at a distorted geometry. Source: the Open Molecules 2025 dataset; level of theory: ωB97M-V with the def2-TZVPD basis set.

Orbital gap = 10.710 eV
E_LUMO = 0.95 eV
ΔE to the lowest compared entry with this formula, charge and spin = 1.114 eV
Spin multiplicity = 1

Last columns: bonded neighbours and bond lengths (Å).
Cartesian coordinates (Å):
1 O -2.235 2.515 -0.928  C2 1.201
2 C -2.539 1.423 -0.531  O1 1.201, C3 1.519, H8 1.108
3 C -1.641 0.648 0.419  C2 1.519, C4 1.534, H9 1.086, H10 1.096
4 C -0.189 0.613 -0.074  C3 1.534, C5 1.529, H11 1.085, H12 1.089
5 C 0.617 -0.639 0.276  C4 1.529, C6 1.536, C7 1.519, H13 1.091
6 C 1.882 -0.220 1.040  C5 1.536, H14 1.093, H15 1.096, H16 1.086
7 C 1.038 -1.481 -0.916  C5 1.519, H17 1.084, H18 1.104, H19 1.089
8 H -3.515 0.950 -0.758  C2 1.108
9 H -2.015 -0.365 0.533  C3 1.086
10 H -1.746 1.154 1.386  C3 1.096
11 H -0.291 0.569 -1.154  C4 1.085
12 H 0.290 1.585 0.028  C4 1.089
13 H 0.102 -1.291 0.983  C5 1.091
14 H 1.792 0.610 1.745  C6 1.093
15 H 2.678 0.118 0.365  C6 1.096
16 H 2.414 -1.047 1.503  C6 1.086
17 H 1.060 -2.553 -0.754  C7 1.084
18 H 0.326 -1.379 -1.754  C7 1.104
19 H 1.972 -1.210 -1.408  C7 1.089


# 2
One molecule with the formula C6H12O. Source: the Open Molecules 2025 dataset; level of theory: ωB97M-V with the def2-TZVPD basis set.

Orbital gap = 11.141 eV
E_LUMO = 0.97 eV
ΔE to the lowest compared entry with this formula, charge and spin = 0.095 eV
Spin multiplicity = 1

Last columns: bonded neighbours and bond lengths (Å).
Cartesian coordinates (Å):
1 C -1.313 -1.107 1.279  C2 1.523, H8 1.097, H9 1.095, H10 1.095
2 C -0.268 -0.229 0.604  C1 1.523, O3 1.434, C4 1.536, C7 1.538
3 O 0.537 0.364 1.632  C2 1.434, H11 0.967
4 C 0.670 -0.904 -0.409  C2 1.536, C5 1.532, H12 1.098, H13 1.099
5 C 1.413 0.312 -0.971  C4 1.532, C6 1.540, H14 1.094, H15 1.093
6 C 0.253 1.282 -1.269  C5 1.540, C7 1.552, H16 1.096, H17 1.094
7 C -0.836 0.940 -0.218  C2 1.538, C6 1.552, H18 1.096, H19 1.093
8 H -0.834 -1.952 1.788  C1 1.097
9 H -2.060 -1.501 0.582  C1 1.095
10 H -1.824 -0.510 2.042  C1 1.095
11 H 1.192 -0.298 1.890  O3 0.967
12 H 1.303 -1.678 0.045  C4 1.098
13 H 0.083 -1.385 -1.204  C4 1.099
14 H 2.045 0.735 -0.185  C5 1.094
15 H 2.044 0.100 -1.838  C5 1.093
16 H -0.123 1.092 -2.281  C6 1.096
17 H 0.558 2.331 -1.230  C6 1.094
18 H -1.769 0.632 -0.704  C7 1.096
19 H -1.071 1.775 0.447  C7 1.093


# 3
A 2-piece molecular cluster, C6H12O overall at a distorted geometry. Source: the Open Molecules 2025 dataset; level of theory: ωB97M-V with the def2-TZVPD basis set.

Orbital gap = 9.125 eV
E_LUMO = 0.58 eV
ΔE to the lowest compared entry with this formula, charge and spin = 3.864 eV
Spin multiplicity = 1

Last columns: bonded neighbours and bond lengths (Å).
Cartesian coordinates (Å):
1 C -0.924 3.315 -0.516  C2 1.582, H7 1.012, H8 1.126, H9 1.086
2 C -1.623 1.908 -0.701  C1 1.582, C6 1.482, H10 1.123, H11 1.035
3 C 0.721 -1.229 0.882  C4 1.298, H12 1.094, H13 1.105
4 C -0.475 -1.170 1.383  C3 1.298, C5 1.451, H14 1.084
5 C -1.324 -0.243 0.657  C4 1.451, C6 1.383, H15 1.136
6 C -0.830 0.859 -0.018  C2 1.482, C5 1.383, H16 1.135
7 H 0.080 3.227 -0.602  C1 1.012
8 H -1.410 4.020 -1.247  C1 1.126
9 H -1.043 3.726 0.482  C1 1.086
10 H -2.560 2.127 -0.122  C2 1.123
11 H -1.931 1.766 -1.679  C2 1.035
12 H 1.604 -1.190 1.526  C3 1.094
13 H 0.772 -1.670 -0.129  C3 1.105
14 H -0.807 -1.413 2.386  C4 1.084
15 H -2.401 -0.526 0.435  C5 1.136
16 H 0.293 1.018 -0.076  C6 1.135
17 H 3.394 -4.274 -1.025  O19 0.998
18 H 4.220 -5.470 -0.478  O19 0.970
19 O 4.244 -4.780 -1.159  H17 0.998, H18 0.970


# 4
One molecule with the formula C6H12O at a distorted geometry. Source: the Open Molecules 2025 dataset; level of theory: ωB97M-V with the def2-TZVPD basis set.

Orbital gap (alpha / beta) = 8.191 / 8.040 eV
E_LUMO (alpha / beta) = 0.70 / 0.44 eV
ΔE to the lowest compared entry with this formula, charge and spin = 6.129 eV
Spin multiplicity = 1

Last columns: bonded neighbours and bond lengths (Å).
Cartesian coordinates (Å):
1 C 2.700 -0.369 0.408  C2 1.526, H8 1.096, H9 1.094, H10 1.095
2 C 1.581 -0.303 -0.626  C1 1.526, C3 1.530, H11 1.098, H12 1.097
3 C 0.303 0.299 -0.038  C2 1.530, O7 1.415, H13 1.094, H19 1.265
4 C -1.778 1.358 -0.141  C5 1.451, H14 1.086, H15 1.088
5 C -2.396 0.050 -0.021  C4 1.451, C6 1.559, H16 1.093, H17 1.101
6 C -1.283 -1.030 0.147  C5 1.559, O7 1.386, H18 1.100
7 O -0.246 -0.563 0.940  C3 1.415, C6 1.386
8 H 2.953 0.629 0.785  C1 1.096
9 H 2.396 -0.985 1.260  C1 1.094
10 H 3.608 -0.804 -0.024  C1 1.095
11 H 1.883 0.312 -1.484  C2 1.098
12 H 1.348 -1.305 -1.009  C2 1.097
13 H 0.546 1.286 0.368  C3 1.094
14 H -1.499 1.880 0.769  C4 1.086
15 H -1.990 1.992 -0.999  C4 1.088
16 H -3.057 -0.237 -0.842  C5 1.093
17 H -2.954 -0.007 0.926  C5 1.101
18 H -1.610 -2.029 0.470  C6 1.100
19 H -0.504 -0.174 -0.889  C3 1.265


# 5
One molecule with the formula C6H12O. Source: the Open Molecules 2025 dataset; level of theory: ωB97M-V with the def2-TZVPD basis set.

Orbital gap = 10.375 eV
E_LUMO = 0.96 eV
ΔE to the lowest compared entry with this formula, charge and spin = 1.163 eV
Spin multiplicity = 1

Last columns: bonded neighbours and bond lengths (Å).
Cartesian coordinates (Å):
1 C -1.476 0.956 -0.335  C2 1.518, H8 1.094, H9 1.095, H10 1.095
2 C -0.941 -0.417 -0.700  C1 1.518, O3 1.405, C4 1.506, C5 1.493
3 O -1.929 -1.358 -1.035  C2 1.405, H11 0.964
4 C 0.410 -0.543 -1.353  C2 1.506, C5 1.515, H12 1.086, H13 1.089
5 C 0.186 -1.031 0.064  C2 1.493, C4 1.515, C6 1.522, H14 1.088
6 C 0.773 -0.399 1.318  C5 1.522, C7 1.526, H16 1.096, H17 1.099
7 C 1.673 0.813 1.094  C6 1.526, H15 1.095, H18 1.095, H19 1.096
8 H -0.809 1.759 -0.663  C1 1.094
9 H -1.637 1.065 0.742  C1 1.095
10 H -2.442 1.120 -0.823  C1 1.095
11 H -2.443 -1.003 -1.769  O3 0.964
12 H 0.541 -1.298 -2.122  C4 1.086
13 H 0.982 0.371 -1.505  C4 1.089
14 H 0.083 -2.112 0.124  C5 1.088
15 H 2.515 0.550 0.446  C7 1.095
16 H 1.350 -1.165 1.848  C6 1.096
17 H -0.051 -0.128 1.995  C6 1.099
18 H 2.077 1.174 2.046  C7 1.095
19 H 1.137 1.646 0.627  C7 1.096


# 6
A 2-piece molecular cluster, C6H12O overall at a distorted geometry. Source: the Open Molecules 2025 dataset; level of theory: ωB97M-V with the def2-TZVPD basis set.

Orbital gap = 8.772 eV
E_LUMO = 0.76 eV
ΔE to the lowest compared entry with this formula, charge and spin = 1.971 eV
Spin multiplicity = 1

Last columns: bonded neighbours and bond lengths (Å).
Cartesian coordinates (Å):
1 C -1.512 -1.271 -0.502  C2 1.335, C4 1.482, H7 1.086
2 C -1.173 -2.508 -0.868  C1 1.335, H8 1.089, H9 1.081
3 C 0.656 -0.075 -0.848  C4 1.343, C6 1.498, H10 1.081
4 C -0.641 -0.072 -0.502  C1 1.482, C3 1.343, C5 1.519
5 C -1.376 1.230 -0.234  C4 1.519, H11 1.090, H12 1.089, H13 1.098
6 C 1.546 1.092 -0.545  C3 1.498, H14 1.090, H15 1.091, H16 1.106
7 H -2.515 -1.068 -0.138  C1 1.086
8 H -0.256 -2.626 -1.444  C2 1.089
9 H -1.860 -3.342 -0.911  C2 1.081
10 H 1.143 -0.907 -1.338  C3 1.081
11 H -1.472 1.932 -1.063  C5 1.090
12 H -2.336 1.086 0.259  C5 1.089
13 H -0.811 1.760 0.544  C5 1.098
14 H 1.728 1.375 0.491  C6 1.090
15 H 2.494 1.091 -1.085  C6 1.091
16 H 1.069 2.003 -0.950  C6 1.106
17 H 1.501 0.621 3.557  O19 0.967
18 H 2.145 -0.576 2.897  O19 0.979
19 O 1.672 0.253 2.680  H17 0.967, H18 0.979